(1)
Molecular formula: C5H4O
Method: DFT, the ωB97M-V functional and the def2-TZVPD basis

Output
Charge: 0
Gap between HOMO and LUMO: 10.465 eV
SMILES: C#CCOC#C
Highest occupied orbital energy: -9.55 eV
E_tot: -267.94706 Eh

Positions of all 10 atoms, in Å:
C1 -0.93 0.74 -1.53
C2 0.04 0.15 -1.20
C3 1.29 -0.56 -0.36
O1 1.18 -0.53 1.02
C4 0.00 -0.05 1.46
C5 -1.13 0.30 1.74
H1 -1.91 0.96 -1.77
H2 1.28 -1.66 -0.75
H3 2.19 -0.03 -0.60
H4 -2.02 0.69 1.99

Which charges does natural (NBO) predict for the atoms? In e, they are:
1 C -0.23
2 C -0.05
3 C -0.07
4 O -0.48
5 C 0.30
6 C -0.34
7 H 0.23
8 H 0.21
9 H 0.21
10 H 0.22



(2)
Molecular formula: C5H4O2
Method: DFT, the ωB97M-V functional and the def2-TZVPD basis

Output
Charge: 0
Gap between HOMO and LUMO: 7.782 eV
Highest occupied orbital energy: -8.76 eV
E_tot: -343.19888 Eh

Positions of all 11 atoms, in Å:
O1 0.38 -2.12 -1.22
C1 0.23 -1.10 -0.59
C2 0.87 -0.68 0.73
C3 0.26 0.70 1.09
C4 -0.64 1.04 0.09
C5 -0.72 0.07 -1.05
O2 -1.40 0.12 -2.04
H1 0.63 -1.40 1.54
H2 1.97 -0.69 0.67
H3 -0.14 2.18 0.64
H4 -1.43 1.87 0.15

Which charges does natural (NBO) predict for the atoms? In e, they are:
1 O -0.45
2 C 0.49
3 C -0.61
4 C -0.05
5 C -0.65
6 C 0.45
7 O -0.45
8 H 0.28
9 H 0.27
10 H 0.46
11 H 0.28



(3)
Molecular formula: C5H4O2
Method: DFT, the ωB97M-V functional and the def2-TZVPD basis

Output
Charge: 0
Gap between HOMO and LUMO (alpha / beta): 5.967 / 6.087 eV
Highest occupied orbital energy (alpha / beta): -8.33 / -8.53 eV
E_tot: -343.21316 Eh

Positions of all 11 atoms, in Å:
O1 0.92 -2.19 0.27
C1 0.76 -1.02 -0.14
C2 -0.04 -0.22 -1.13
C3 -0.84 0.79 -0.60
C4 -0.81 0.87 0.77
C5 0.23 -0.02 1.24
O2 0.77 -0.19 2.28
H1 1.71 -0.58 -0.66
H2 0.27 -0.23 -2.18
H3 -1.43 1.44 -1.24
H4 -1.54 1.36 1.40

Which charges does natural (NBO) predict for the atoms? In e, they are:
1 O -0.54
2 C 0.08
3 C -0.07
4 C -0.22
5 C -0.25
6 C 0.53
7 O -0.42
8 H 0.19
9 H 0.22
10 H 0.25
11 H 0.24



(4)
Molecular formula: C5H4O2
Method: DFT, the ωB97M-V functional and the def2-TZVPD basis

Output
Charge: 0
Gap between HOMO and LUMO: 9.229 eV
SMILES: O=c1cccco1
Highest occupied orbital energy: -9.25 eV
E_tot: -343.34425 Eh

Positions of all 11 atoms, in Å:
O1 -0.86 -0.36 2.51
C1 -0.66 -0.25 1.33
C2 0.10 -1.17 0.52
C3 0.80 -0.70 -0.53
C4 0.40 0.53 -1.20
C5 -0.56 1.23 -0.57
O2 -1.02 0.92 0.67
H1 0.33 -2.17 0.88
H2 1.75 -1.16 -0.27
H3 0.71 0.85 -2.20
H4 -1.07 2.11 -0.96

Which charges does natural (NBO) predict for the atoms? In e, they are:
1 O -0.55
2 C 0.72
3 C -0.30
4 C -0.17
5 C -0.36
6 C 0.20
7 O -0.47
8 H 0.23
9 H 0.25
10 H 0.24
11 H 0.20



(5)
Molecular formula: C5H4O2
Method: DFT, the ωB97M-V functional and the def2-TZVPD basis

Output
Charge: 0
Gap between HOMO and LUMO (alpha / beta): 6.504 / 6.532 eV
SMILES: O=C=C/C=C\C=O
Highest occupied orbital energy (alpha / beta): -7.49 / -7.59 eV
E_tot: -343.19748 Eh

Positions of all 11 atoms, in Å:
O1 1.93 1.51 0.74
C1 1.33 0.57 0.37
C2 1.19 -0.80 0.23
C3 -0.09 -1.20 -0.16
C4 -1.04 -0.21 -0.43
C5 -0.68 1.16 -0.14
O2 -0.59 2.37 -0.11
H1 2.06 -1.43 0.10
H2 -0.36 -2.25 -0.26
H3 -2.03 -0.45 -0.83
H4 -1.71 0.74 0.48

Which charges does natural (NBO) predict for the atoms? In e, they are:
1 O -0.43
2 C 0.60
3 C -0.45
4 C -0.17
5 C -0.35
6 C 0.31
7 O -0.47
8 H 0.25
9 H 0.23
10 H 0.24
11 H 0.24



(6)
Molecular formula: C5H4O2
Method: DFT, the ωB97M-V functional and the def2-TZVPD basis

Output
Charge: 0
Gap between HOMO and LUMO: 9.904 eV
SMILES: O=C=C[C@H]1CC1=O
Highest occupied orbital energy: -9.22 eV
E_tot: -343.31063 Eh

Positions of all 11 atoms, in Å:
O1 -2.25 0.57 -1.93
C1 -1.35 0.86 -1.26
C2 -0.32 1.17 -0.49
C3 0.68 0.13 -0.12
C4 0.58 -0.60 1.27
C5 0.20 -1.26 0.01
O2 -0.30 -2.19 -0.54
H1 -0.25 2.20 -0.14
H2 1.70 0.29 -0.47
H3 -0.21 -0.29 1.95
H4 1.52 -0.88 1.73

Which charges does natural (NBO) predict for the atoms? In e, they are:
1 O -0.43
2 C 0.74
3 C -0.57
4 C -0.33
5 C -0.53
6 C 0.61
7 O -0.47
8 H 0.26
9 H 0.24
10 H 0.24
11 H 0.24



(7)
Molecular formula: C5H4O2
Method: DFT, the ωB97M-V functional and the def2-TZVPD basis

Output
Charge: 0
Gap between HOMO and LUMO (alpha / beta): 7.019 / 7.019 eV
Highest occupied orbital energy (alpha / beta): -8.54 / -8.54 eV
E_tot: -343.19482 Eh

Positions of all 11 atoms, in Å:
C1 0.88 -1.15 -0.81
C2 1.20 -0.09 -0.01
C3 -1.11 0.33 -0.67
C4 -0.31 0.45 0.81
C5 -0.65 0.90 1.89
O1 2.10 0.69 0.15
O2 -2.09 -0.33 -0.80
H1 -0.74 1.15 -1.29
H2 0.14 -1.86 -0.48
H3 1.53 -1.40 -1.63
H4 -0.94 1.31 2.83

Which charges does natural (NBO) predict for the atoms? In e, they are:
1 C -0.70
2 C 0.56
3 C 0.48
4 C -0.28
5 C 0.02
6 O -0.50
7 O -0.48
8 H 0.18
9 H 0.23
10 H 0.24
11 H 0.24



(8)
Molecular formula: C5H4O3
Method: DFT, the ωB97M-V functional and the def2-TZVPD basis

Output
Charge: 0
Gap between HOMO and LUMO: 9.504 eV
SMILES: O=C=C1CC1.O=C=O
Highest occupied orbital energy: -8.84 eV
E_tot: -418.57860 Eh

Positions of all 12 atoms, in Å:
O1 1.70 1.32 -0.58
C1 0.61 1.05 -0.30
C2 -0.56 0.56 -0.01
C3 -1.49 -0.64 -0.07
C4 -1.96 0.64 0.50
H1 -1.36 -1.51 0.46
H2 -2.05 -0.91 -1.02
H3 -2.72 1.12 -0.10
H4 -2.22 0.80 1.67
O2 4.13 0.02 -0.28
C5 3.36 -0.81 -0.18
O3 2.57 -1.63 -0.07

Which charges does natural (NBO) predict for the atoms? In e, they are:
1 O -0.47
2 C 0.73
3 C -0.41
4 C -0.35
5 C -0.36
6 H 0.22
7 H 0.21
8 H 0.22
9 H 0.22
10 O -0.50
11 C 1.03
12 O -0.53



(9)
Molecular formula: C5H4O4Yb
Method: DFT, the ωB97M-V functional and the def2-TZVPD basis

Output
Charge: +3
Gap between HOMO and LUMO (alpha / beta): 5.456 / 4.996 eV
Highest occupied orbital energy (alpha / beta): -18.36 / -17.90 eV
E_tot: -1651.14152 Eh
Spin multiplicity: 2

Positions of all 14 atoms, in Å:
C1 -3.92 0.70 0.04
C2 -4.02 1.50 -0.87
H1 -3.95 0.28 1.04
H2 -0.86 1.56 0.49
O1 0.15 -0.22 -0.45
C3 0.73 0.98 -0.39
O2 1.85 1.17 -0.83
O3 0.02 1.88 0.17
Yb1 3.47 2.88 -1.18
C4 1.31 -1.92 0.56
C5 0.93 -1.33 -0.53
O4 1.79 -2.48 1.52
H3 1.25 -1.77 -1.48
H4 1.27 -3.23 1.90

Which charges does natural (NBO) predict for the atoms? In e, they are:
1 C -0.50
2 C 0.24
3 H 0.26
4 H 0.57
5 O -0.43
6 C 1.07
7 O -0.83
8 O -0.58
9 Yb 1.97
10 C 0.74
11 C 0.00
12 O -0.42
13 H 0.32
14 H 0.60



(10)
Molecular formula: C5H4OS
Method: DFT, the ωB97M-V functional and the def2-TZVPD basis

Output
Charge: 0
Gap between HOMO and LUMO: 7.967 eV
SMILES: S=c1ccocc1
Highest occupied orbital energy: -8.34 eV
E_tot: -666.28579 Eh

Positions of all 11 atoms, in Å:
S1 2.89 -0.04 -0.06
C1 1.24 0.03 0.07
C2 0.45 1.23 0.19
C3 -0.88 1.13 -0.10
O1 -1.68 0.00 -0.03
C4 -0.97 -1.12 0.00
C5 0.41 -1.17 0.12
H1 0.94 2.25 0.20
H2 -1.55 2.04 -0.28
H3 -1.54 -2.05 -0.10
H4 0.70 -2.30 -0.01

Which charges does natural (NBO) predict for the atoms? In e, they are:
1 S -0.07
2 C -0.15
3 C -0.31
4 C 0.18
5 O -0.42
6 C 0.18
7 C -0.33
8 H 0.26
9 H 0.21
10 H 0.20
11 H 0.25



(11)
Molecular formula: C5H4OS
Method: DFT, the ωB97M-V functional and the def2-TZVPD basis

Output
Charge: 0
Gap between HOMO and LUMO: 10.008 eV
SMILES: O=Cc1ccsc1
Highest occupied orbital energy: -9.57 eV
E_tot: -666.33695 Eh

Positions of all 11 atoms, in Å:
O1 2.89 0.30 -0.04
C1 2.02 -0.54 0.01
C2 0.59 -0.19 0.01
C3 0.14 1.15 0.02
C4 -1.22 1.22 0.03
S1 -1.92 -0.35 -0.03
C5 -0.41 -1.12 0.02
H1 2.30 -1.63 0.11
H2 0.78 1.98 -0.03
H3 -1.89 2.07 0.02
H4 -0.31 -2.19 0.02

Which charges does natural (NBO) predict for the atoms? In e, they are:
1 O -0.52
2 C 0.42
3 C -0.21
4 C -0.22
5 C -0.41
6 S 0.48
7 C -0.38
8 H 0.11
9 H 0.24
10 H 0.24
11 H 0.24



(12)
Molecular formula: C5H4OS2
Method: DFT, the ωB97M-V functional and the def2-TZVPD basis

Output
Charge: 0
Gap between HOMO and LUMO: 6.765 eV
SMILES: O=C/C(C=S)=C/C=S
Highest occupied orbital energy: -9.21 eV
E_tot: -1064.42092 Eh

Positions of all 12 atoms, in Å:
O1 -2.57 -0.95 -0.81
C1 -1.96 -0.56 0.17
C2 -0.62 -0.02 0.19
C3 0.03 0.02 1.58
S1 -0.87 0.51 2.82
C4 0.18 0.05 -0.96
C5 1.60 0.20 -1.05
S2 2.42 0.14 -2.46
H1 -2.44 -0.66 1.25
H2 1.15 -0.37 1.80
H3 -0.48 0.09 -1.82
H4 2.27 -0.05 -0.09

Which charges does natural (NBO) predict for the atoms? In e, they are:
1 O -0.49
2 C 0.38
3 C -0.16
4 C -0.34
5 S 0.13
6 C -0.15
7 C -0.36
8 S 0.15
9 H 0.14
10 H 0.23
11 H 0.25
12 H 0.22



(13)
Molecular formula: C5H4S
Method: DFT, the ωB97M-V functional and the def2-TZVPD basis

Output
Charge: 0
Gap between HOMO and LUMO: 7.408 eV
SMILES: C#C/C=C\C=S
Highest occupied orbital energy: -8.52 eV
E_tot: -590.99431 Eh

Positions of all 10 atoms, in Å:
C1 1.89 -1.64 -0.01
C2 1.28 -0.59 -0.01
C3 0.71 0.70 -0.01
C4 -0.59 1.04 -0.01
C5 -1.75 0.17 -0.01
S1 -1.82 -1.46 0.00
H1 2.36 -2.60 0.01
H2 1.45 1.54 0.02
H3 -0.83 2.10 0.00
H4 -2.69 0.74 0.02

Which charges does natural (NBO) predict for the atoms? In e, they are:
1 C -0.16
2 C -0.05
3 C -0.18
4 C -0.25
5 C -0.32
6 S 0.07
7 H 0.24
8 H 0.23
9 H 0.22
10 H 0.20



(14)
Molecular formula: C5H4S
Method: DFT, the ωB97M-V functional and the def2-TZVPD basis

Output
Charge: 0
Gap between HOMO and LUMO: 8.427 eV
Highest occupied orbital energy: -9.21 eV
E_tot: -590.83025 Eh

Positions of all 10 atoms, in Å:
C1 -0.57 -0.20 1.25
C2 -0.58 -1.19 2.02
C3 0.68 0.59 -0.42
C4 0.29 -0.89 -0.38
C5 -0.73 0.70 0.08
S1 -1.38 -0.62 -1.17
H1 1.55 0.96 0.29
H2 1.00 0.78 -1.41
H3 0.89 -1.87 -0.58
H4 -1.15 1.74 0.31

Which charges does natural (NBO) predict for the atoms? In e, they are:
1 C -0.38
2 C 0.06
3 C -0.45
4 C -0.09
5 C -0.31
6 S 0.21
7 H 0.23
8 H 0.22
9 H 0.26
10 H 0.25



(15)
Molecular formula: C5H4S
Method: DFT, the ωB97M-V functional and the def2-TZVPD basis

Output
Charge: 0
Gap between HOMO and LUMO: 7.468 eV
SMILES: S=C1C=CC=C1
Highest occupied orbital energy: -8.97 eV
E_tot: -591.02249 Eh

Positions of all 10 atoms, in Å:
S1 0.83 -1.66 0.78
C1 0.08 -0.38 0.09
C2 0.28 0.32 -1.30
C3 -0.40 1.42 -1.39
C4 -1.06 1.70 0.04
C5 -0.81 0.53 0.81
H1 1.01 -0.15 -1.99
H2 -0.31 2.19 -2.18
H3 -1.28 2.69 0.39
H4 -1.22 0.26 1.78

Which charges does natural (NBO) predict for the atoms? In e, they are:
1 S 0.11
2 C -0.14
3 C -0.25
4 C -0.21
5 C -0.14
6 C -0.29
7 H 0.23
8 H 0.23
9 H 0.22
10 H 0.24



(16)
Molecular formula: C5H4S
Method: DFT, the ωB97M-V functional and the def2-TZVPD basis

Output
Charge: 0
Gap between HOMO and LUMO (alpha / beta): 6.598 / 6.584 eV
Highest occupied orbital energy (alpha / beta): -8.66 / -8.66 eV
E_tot: -590.80805 Eh

Positions of all 10 atoms, in Å:
C1 -1.12 -2.13 -0.27
C2 -0.49 -1.11 0.13
C3 0.83 0.59 -0.06
C4 -0.48 0.27 -0.75
C5 0.25 -0.27 1.00
S1 -1.67 1.22 0.09
H1 1.87 0.10 -0.42
H2 0.88 1.73 0.09
H3 -0.60 -0.07 -1.79
H4 0.53 -0.34 1.98

Which charges does natural (NBO) predict for the atoms? In e, they are:
1 C 0.28
2 C -0.54
3 C -0.48
4 C -0.29
5 C 0.14
6 S -0.04
7 H 0.23
8 H 0.25
9 H 0.24
10 H 0.21



(17)
Molecular formula: C5H58N3O25S
Method: DFT, the ωB97M-V functional and the def2-TZVPD basis

Output
Charge: +1
Gap between HOMO and LUMO: 9.029 eV
Highest occupied orbital energy: -11.90 eV
E_tot: -2668.50529 Eh

Positions of all 92 atoms, in Å:
N1 0.78 -3.80 0.23
C1 0.38 -2.80 -0.55
N2 -0.97 -2.52 -0.69
C2 -1.22 -1.21 0.01
C3 -0.19 -0.15 -0.42
C4 0.78 -0.66 -1.48
N3 1.23 -2.06 -1.22
C5 2.65 -2.24 -0.98
S1 3.28 -1.52 0.52
O1 4.69 -1.73 0.44
O2 2.51 -1.95 1.66
H1 0.34 -4.72 0.19
H2 1.51 -3.67 0.92
H3 -1.21 -2.39 -1.67
H4 -2.24 -0.92 -0.24
H5 -1.20 -1.38 1.09
H6 0.33 0.23 0.46
H7 -0.73 0.70 -0.84
H8 0.32 -0.64 -2.48
H9 1.66 -0.03 -1.59
H10 3.19 -1.77 -1.80
H11 2.94 -3.29 -0.91
H12 3.08 -0.19 0.36
O3 -2.08 2.39 0.02
H13 -2.54 2.99 -0.57
H14 -1.65 3.02 0.62
O4 4.10 1.58 1.91
H15 4.25 0.64 2.04
H16 3.37 1.79 2.52
O5 -0.21 -2.43 3.05
H17 -0.44 -3.10 2.39
H18 0.76 -2.42 3.08
O6 0.94 -6.53 0.91
H19 1.03 -7.28 0.32
H20 1.60 -6.69 1.61
O7 -1.34 5.27 0.15
H21 -1.80 5.87 -0.44
H22 -0.91 5.89 0.76
O8 2.46 -0.74 -3.95
H23 2.23 -1.43 -4.58
H24 3.42 -0.78 -3.93
O9 3.94 -1.02 -6.36
H25 4.39 -1.26 -7.18
H26 3.42 -0.24 -6.57
O10 -2.96 6.64 2.24
H27 -2.87 5.69 2.37
H28 -3.74 6.89 2.75
O11 0.34 7.58 0.26
H29 0.87 7.54 -0.55
H30 -0.20 8.37 0.16
O12 0.81 -2.49 -5.62
H31 0.59 -3.35 -5.24
H32 -0.02 -2.18 -6.01
O13 4.17 -2.77 -8.74
H33 4.42 -3.65 -8.46
H34 3.25 -2.86 -9.03
O14 -2.22 7.97 4.94
H35 -2.29 7.43 4.14
H36 -1.60 8.67 4.70
O15 0.32 8.43 6.18
H37 -0.54 8.02 6.33
H38 0.69 8.48 7.06
O16 -0.20 7.21 8.76
H39 -0.11 6.28 8.97
H40 -0.93 7.52 9.31
O17 -2.05 -1.84 -6.36
H41 -2.75 -2.37 -5.95
H42 -2.40 -0.94 -6.38
O18 3.19 -6.46 2.67
H43 3.81 -7.03 3.15
H44 3.31 -5.58 3.06
O19 -2.35 -4.37 -8.46
H45 -2.75 -3.83 -9.14
H46 -1.93 -3.73 -7.87
O20 -1.98 -6.44 1.89
H47 -2.35 -7.10 1.29
H48 -1.03 -6.61 1.91
O21 1.59 2.12 3.36
H49 1.17 2.94 3.12
H50 0.90 1.54 3.69
O22 -3.24 -1.22 3.02
H51 -3.49 -1.92 2.42
H52 -2.29 -1.32 3.18
O23 -3.51 9.67 1.56
H53 -3.33 8.77 1.86
H54 -4.42 9.67 1.26
O24 -3.25 -4.07 -2.06
H55 -4.13 -4.48 -2.04
H56 -2.94 -4.12 -1.15
O25 -3.03 -4.21 3.46
H57 -2.92 -5.01 2.93
H58 -2.46 -4.32 4.22

Which charges does Mulliken predict for the atoms? In e, they are:
1 N 0.08
2 C -0.04
3 N -0.09
4 C -0.33
5 C -0.24
6 C -1.19
7 N 0.29
8 C -0.90
9 S 0.89
10 O -0.60
11 O -0.49
12 H 0.25
13 H 0.09
14 H 0.45
15 H 0.56
16 H -0.13
17 H 0.14
18 H 0.37
19 H 0.39
20 H 0.63
21 H 0.12
22 H 0.55
23 H 0.22
24 O -0.55
25 H 0.26
26 H 0.26
27 O -0.65
28 H 0.34
29 H 0.38
30 O -0.55
31 H 0.27
32 H 0.30
33 O -0.64
34 H 0.29
35 H 0.34
36 O -0.56
37 H 0.28
38 H 0.27
39 O -0.62
40 H 0.31
41 H 0.32
42 O -0.58
43 H 0.30
44 H 0.29
45 O -0.67
46 H 0.27
47 H 0.33
48 O -0.64
49 H 0.32
50 H 0.33
51 O -0.62
52 H 0.27
53 H 0.32
54 O -0.64
55 H 0.32
56 H 0.32
57 O -0.69
58 H 0.36
59 H 0.33
60 O -0.66
61 H 0.39
62 H 0.31
63 O -0.62
64 H 0.30
65 H 0.31
66 O -0.64
67 H 0.33
68 H 0.30
69 O -0.63
70 H 0.30
71 H 0.30
72 O -0.64
73 H 0.32
74 H 0.32
75 O -0.61
76 H 0.29
77 H 0.32
78 O -0.65
79 H 0.31
80 H 0.30
81 O -0.61
82 H 0.30
83 H 0.29
84 O -0.63
85 H 0.35
86 H 0.31
87 O -0.62
88 H 0.32
89 H 0.29
90 O -0.56
91 H 0.32
92 H 0.27



Relative energy (zero: lowest compared OMol25 entry of this formula, charge and spin), respectively: 434.0 508.0 470.5 126.3 511.7 214.6 518.6 218.5 0.0 134.3 0.0 221.2 150.1 580.8 76.1 639.1 0.0 kJ/mol.